(1)
{
  "formula": "C17H26FN3O2",
  "method": "ωB97M-V/def2-TZVPD",
  "elements": ["C", "O", "C", "C", "C", "N", "C", "C", "C", "C", "N", "C", "O", "N", "C", "C", "C", "C", "F", "C", "C", "C", "C", "H", "H", "H", "H", "H", "H", "H", "H", "H", "H", "H", "H", "H", "H", "H", "H", "H", "H", "H", "H", "H", "H", "H", "H", "H", "H"],
  "xyz": [[7.34976, -1.19441, 0.19650], [6.45812, -1.25340, -0.88844], [5.46588, -0.25447, -0.88976], [4.39527, -0.43151, 0.19064], [3.23867, 0.55060, -0.00918], [2.23727, 0.37052, 1.02969], [2.47805, 1.22360, 2.17285], [0.85053, 0.37166, 0.59783], [0.54198, -0.86708, -0.25001], [-0.96927, -0.98392, -0.44476], [-1.53070, 0.28517, -0.86836], [-2.85171, 0.62107, -0.78058], [-3.24693, 1.74865, -1.00010], [-3.68224, -0.43111, -0.44663], [-5.05837, -0.40288, -0.23159], [-5.79952, 0.77649, -0.18903], [-7.15999, 0.73359, 0.04892], [-7.77682, -0.48753, 0.24613], [-9.10884, -0.52880, 0.48101], [-7.06451, -1.67193, 0.21022], [-5.70550, -1.62297, -0.02886], [-0.58609, 1.30296, -1.27809], [0.38285, 1.64782, -0.14526], [8.13791, -1.91421, -0.01666], [6.86644, -1.46364, 1.14190], [7.78876, -0.19359, 0.29387], [5.00406, -0.32422, -1.87884], [5.93093, 0.73950, -0.79102], [4.01051, -1.45108, 0.14860], [4.83264, -0.27731, 1.17741], [2.79511, 0.36733, -0.98865], [3.63448, 1.57858, -0.01284], [3.49577, 1.06515, 2.52482], [1.79423, 0.95321, 2.97601], [2.35160, 2.29355, 1.94880], [0.26031, 0.27183, 1.51691], [0.90765, -1.75427, 0.26678], [1.04250, -0.81493, -1.21552], [-1.18049, -1.76812, -1.18774], [-1.41583, -1.27799, 0.51370], [-3.28484, -1.35720, -0.44781], [-5.30339, 1.71787, -0.35165], [-7.74302, 1.64005, 0.08257], [-7.57079, -2.61111, 0.36716], [-5.13749, -2.54249, -0.05872], [-0.04052, 0.94657, -2.15854], [-1.16664, 2.18100, -1.56437], [1.24028, 2.17285, -0.56768], [-0.10812, 2.32056, 0.55835]],
  "atomic_forces_ev_per_a": [[-0.02, -0.01, 0.02], [0.01, -0.13, -0.12], [-0.22, 0.05, 0.15], [0.20, 0.19, -0.38], [0.25, -0.29, 0.16], [-0.03, -0.05, 0.14], [-0.02, -0.03, -0.07], [-0.03, -0.13, -0.21], [-0.19, 0.16, 0.27], [0.02, -0.34, -0.07], [0.20, 0.04, 0.08], [0.02, -0.35, -0.04], [-0.32, 0.40, 0.00], [0.53, -0.31, -0.03], [-0.48, 0.11, 0.07], [0.17, 0.04, -0.04], [-0.26, -0.33, 0.08], [0.09, 0.03, -0.02], [0.07, 0.00, -0.02], [-0.21, 0.18, 0.03], [0.11, 0.21, -0.05], [0.03, 0.43, -0.08], [-0.13, -0.19, 0.02], [0.03, 0.04, 0.09], [0.04, 0.01, 0.00], [0.01, -0.01, 0.01], [0.00, 0.11, 0.06], [-0.02, -0.05, -0.07], [-0.02, -0.03, 0.03], [-0.01, -0.04, 0.09], [-0.02, 0.07, -0.05], [-0.10, 0.01, -0.09], [0.05, 0.07, 0.09], [0.00, 0.03, 0.08], [0.02, 0.05, 0.02], [0.01, -0.01, -0.07], [0.00, -0.02, -0.03], [0.05, -0.03, -0.07], [-0.02, -0.01, 0.14], [0.03, -0.03, -0.09], [0.03, 0.17, 0.00], [0.00, 0.02, 0.00], [-0.07, 0.08, 0.01], [-0.06, -0.08, 0.02], [0.06, -0.10, 0.00], [-0.01, 0.07, 0.03], [0.14, -0.16, -0.06], [0.06, 0.06, 0.01], [0.02, 0.08, -0.03]],
  "smiles": "COCCCN(C)C1CCN(C(=O)Nc2ccc(F)cc2)CC1",
  "homo_energy_ha": -0.30159,
  "multiplicity": 1,
  "charge": 0
}

(2)
{
  "formula": "C35H40F4MgN14",
  "method": "ωB97M-V/def2-TZVPD",
  "elements": ["Mg", "C", "C", "N", "C", "C", "C", "C", "C", "C", "C", "N", "C", "C", "N", "N", "H", "H", "H", "H", "H", "H", "H", "H", "H", "H", "H", "H", "H", "H", "H", "H", "H", "H", "F", "C", "C", "F", "C", "C", "C", "F", "C", "C", "C", "N", "C", "N", "F", "C", "C", "N", "C", "N", "N", "C", "N", "C", "C", "C", "C", "C", "H", "H", "H", "H", "H", "H", "H", "H", "H", "H", "C", "N", "C", "N", "C", "N", "C", "N", "C", "C", "H", "H", "H", "H", "H", "H", "H", "H", "H", "H", "H", "H"],
  "xyz": [[-0.96050, 0.27114, 1.32879], [-2.47325, -2.06001, 2.55882], [-3.51084, -0.95980, 2.42119], [-3.19084, -0.08926, 1.27680], [-3.87517, 1.20572, 1.36249], [-3.19545, 2.05785, 2.40699], [-3.85390, 3.03488, 3.12756], [-3.14041, 3.74757, 4.08193], [-1.80421, 3.45411, 4.29232], [-1.21575, 2.46284, 3.52297], [0.24619, 2.10808, 3.66541], [0.59109, 0.85052, 2.98676], [0.63748, -0.33401, 3.86970], [-0.70745, -1.03621, 3.95995], [-1.11239, -1.49150, 2.61710], [-1.89861, 1.78982, 2.59984], [-2.51709, -2.71382, 1.68739], [-2.69267, -2.66839, 3.44064], [-3.52140, -0.33916, 3.31948], [-4.50728, -1.40163, 2.33295], [-3.44700, -0.55434, 0.41356], [-4.93818, 1.10374, 1.59979], [-3.79941, 1.69933, 0.39135], [-4.90521, 3.22441, 2.95883], [-3.62962, 4.51341, 4.66886], [-1.22838, 3.97824, 5.04333], [0.51503, 2.07971, 4.72551], [0.83305, 2.91371, 3.21856], [1.50505, 0.96079, 2.56847], [0.98301, -0.06762, 4.87226], [1.37039, -1.02903, 3.45246], [-1.46903, -0.35073, 4.33656], [-0.64219, -1.86988, 4.66497], [-0.45672, -2.20706, 2.31715], [3.54902, 0.57648, 1.55587], [4.64578, -0.03333, 1.09055], [5.84518, 0.39229, 1.51177], [5.89479, 1.39368, 2.36268], [7.08761, -0.21747, 1.06350], [6.91194, -1.31966, 0.13012], [5.70230, -1.73519, -0.28451], [5.62071, -2.74294, -1.13510], [4.47210, -1.12207, 0.16008], [3.24502, -1.54906, -0.27183], [2.01003, -0.96201, 0.14932], [0.99508, -0.55238, 0.49832], [3.02993, -2.62684, -1.19049], [2.73150, -3.45739, -1.92584], [7.98093, -1.92841, -0.32518], [8.30800, 0.20845, 1.48462], [8.48929, 1.29548, 2.40282], [8.68510, 2.14309, 3.15208], [9.54426, -0.38369, 1.06636], [10.55990, -0.84451, 0.79315], [-1.08184, 1.48843, -0.40231], [-1.08701, 2.12810, -1.37097], [-1.11687, 2.84404, -2.44848], [-0.10292, 3.88628, -2.71208], [0.68094, 3.53570, -3.96782], [-0.25802, 3.26837, -5.14228], [-1.26491, 2.17066, -4.80460], [-2.04821, 2.52622, -3.55111], [0.53714, 3.96906, -1.83532], [-0.63378, 4.83321, -2.83660], [1.29392, 2.65060, -3.77274], [1.36094, 4.35728, -4.19641], [0.31690, 2.98968, -6.02453], [-0.79421, 4.18845, -5.39561], [-0.74994, 1.21752, -4.65007], [-1.96825, 2.02708, -5.62589], [-2.69607, 1.71196, -3.22716], [-2.67007, 3.40957, -3.71660], [-1.15118, -1.29981, -2.20880], [-1.29991, -2.12303, -3.39712], [-2.72468, -2.40557, -3.59136], [-3.30806, -3.08648, -2.43097], [-3.11887, -2.24025, -1.26780], [-1.69744, -1.93683, -0.98782], [-0.99769, -3.23526, -0.83463], [-1.14735, -4.09730, -1.99354], [-0.60999, -3.40043, -3.16665], [-2.57440, -4.33979, -2.21318], [-1.67439, -0.35235, -2.36325], [-0.09120, -1.09035, -2.04612], [-2.84730, -3.03515, -4.47235], [-3.26029, -1.46759, -3.75870], [-3.55606, -2.73658, -0.39476], [-3.64882, -1.29632, -1.44511], [-1.39775, -3.75438, 0.04178], [0.06491, -3.03743, -0.67399], [-0.73487, -4.03466, -4.04418], [0.45342, -3.21851, -3.01985], [-2.99317, -4.85174, -1.34432], [-2.69943, -4.98038, -3.08569]],
  "atomic_forces_ev_per_a": [[-0.06, 0.00, -0.15], [0.00, -0.01, 0.00], [-0.02, -0.02, 0.00], [0.01, 0.01, 0.00], [-0.02, -0.02, -0.02], [-0.01, -0.01, 0.00], [0.00, -0.01, 0.00], [0.00, 0.00, 0.01], [0.00, 0.01, 0.01], [0.01, -0.01, 0.00], [0.00, 0.00, -0.01], [-0.02, 0.03, -0.02], [0.00, 0.00, 0.01], [0.00, 0.00, 0.01], [0.01, 0.01, 0.02], [0.01, 0.03, 0.05], [0.00, 0.01, 0.00], [0.00, -0.01, -0.01], [0.01, 0.00, 0.00], [0.00, 0.01, 0.00], [0.01, 0.01, 0.04], [0.00, 0.00, 0.00], [0.00, 0.00, 0.00], [0.00, 0.00, 0.00], [0.00, 0.00, 0.00], [0.00, 0.00, 0.00], [0.00, 0.00, 0.00], [0.00, 0.00, 0.00], [0.01, 0.01, 0.02], [0.00, 0.00, 0.00], [0.00, 0.00, 0.00], [0.00, 0.00, 0.00], [0.00, 0.00, 0.00], [0.00, 0.00, 0.00], [-0.05, 0.04, 0.02], [0.07, -0.06, -0.03], [0.01, -0.05, -0.05], [0.00, 0.06, 0.05], [-0.03, -0.01, -0.01], [-0.04, 0.03, 0.03], [0.01, 0.02, 0.02], [0.01, -0.03, -0.03], [-0.01, 0.02, 0.02], [-0.06, 0.00, -0.09], [0.12, 0.06, 0.28], [-0.11, -0.12, -0.18], [-0.01, 0.03, -0.05], [-0.02, -0.02, 0.01], [0.05, -0.03, -0.03], [0.06, 0.06, -0.02], [-0.03, -0.04, 0.05], [0.02, 0.02, -0.03], [-0.04, -0.09, 0.03], [0.02, 0.06, -0.02], [0.10, 0.00, 0.14], [-0.02, 0.03, 0.01], [0.00, -0.01, 0.01], [0.01, -0.01, -0.03], [0.01, 0.00, 0.01], [-0.01, 0.01, 0.00], [-0.01, -0.01, -0.01], [-0.01, -0.02, -0.02], [-0.01, 0.00, 0.00], [0.00, 0.00, 0.00], [0.00, 0.00, 0.00], [0.00, 0.00, 0.00], [0.00, 0.00, 0.00], [0.00, 0.00, 0.00], [0.00, 0.00, 0.00], [0.00, 0.00, 0.00], [0.00, 0.01, 0.00], [0.00, 0.00, 0.00], [0.00, 0.01, 0.01], [0.00, -0.01, 0.00], [-0.02, 0.00, -0.01], [0.01, 0.01, 0.00], [-0.01, 0.00, -0.02], [0.04, 0.00, -0.03], [0.01, 0.00, 0.00], [0.00, 0.01, 0.00], [-0.02, -0.01, 0.00], [-0.01, -0.01, 0.01], [0.00, -0.03, -0.01], [0.00, 0.01, 0.00], [0.00, 0.00, 0.00], [0.00, 0.00, 0.00], [0.00, -0.01, -0.01], [-0.01, 0.00, 0.00], [-0.01, 0.01, 0.00], [0.00, -0.01, 0.00], [0.00, 0.00, 0.00], [0.03, 0.01, 0.01], [0.00, 0.00, 0.00], [0.00, 0.00, 0.00]],
  "homo_energy_ha": [-0.47894, -0.47894],
  "multiplicity": 1,
  "charge": 2
}